[1]
Entry from the Open Molecules 2025 dataset: 6 unconnected molecules or ions with the total composition C33H76N4O6 (wB97M-V/def2-TZVPD).

Last column: Löwdin charge in e.
Element x y z (Å)
C -2.7670 -2.2820 -9.1523  -0.07
C -1.8776 -1.3727 -9.8999  -0.51
C -2.1993 0.1507 -9.6497  0.00
C -0.4284 -1.6354 -9.3805  -0.10
C 0.6825 -1.4212 -10.4775  -0.19
C 0.3273 -1.9009 -11.7973  -0.22
C -1.0267 -1.4756 -12.3289  -0.45
C -0.9268 -0.0406 -12.9683  -0.02
C -1.1918 -2.5257 -13.4504  -0.06
N -2.0614 -1.7498 -11.2878  -0.12
O -3.3473 -1.5625 -11.7562  0.00
H -3.8051 -2.0341 -9.3737  0.08
H -2.5743 -3.3282 -9.3902  0.10
H -2.8664 -2.1496 -8.0749  0.09
H -3.2274 0.3076 -9.3235  0.08
H -1.5271 0.5854 -8.9100  0.07
H -1.9922 0.7842 -10.5122  0.06
H -0.1425 -1.1302 -8.4580  0.11
H -0.3735 -2.6786 -9.0692  0.10
H 0.8331 -0.3536 -10.6376  0.11
H 1.6050 -1.9126 -10.1683  0.12
H 0.4741 -2.9806 -11.7680  0.12
H 1.1084 -1.6077 -12.4987  0.13
H -0.7374 0.7840 -12.2810  0.06
H -1.8715 0.2022 -13.4549  0.08
H -0.1382 0.0555 -13.7146  0.08
H -2.1546 -2.4358 -13.9535  0.07
H -1.1434 -3.5615 -13.1146  0.08
H -0.5052 -2.5396 -14.2969  0.08
H -3.7747 -2.4221 -11.7500  0.11
C 3.2330 -4.1474 5.2376  -0.06
C 3.1068 -5.3094 4.2597  -0.52
C 4.3218 -6.2148 4.5196  -0.03
C 1.8059 -6.0302 4.7186  -0.15
C 1.1274 -6.9245 3.6932  -0.17
C 0.9710 -6.2063 2.3181  -0.12
C 2.3336 -5.6624 1.8197  -0.45
C 3.2782 -6.8500 1.3300  -0.02
C 2.0469 -4.7960 0.5378  -0.04
N 2.9706 -4.7966 2.9055  -0.11
O 4.0057 -3.9413 2.4974  -0.01
H 4.1306 -3.5717 5.0116  0.08
H 2.4327 -3.4097 5.1802  0.08
H 3.1646 -4.4771 6.2743  0.09
H 5.2268 -5.6127 4.4393  0.08
H 4.3371 -6.5825 5.5456  0.08
H 4.4731 -7.0943 3.8937  0.06
H 1.9950 -6.4905 5.6884  0.12
H 1.0087 -5.3352 4.9821  0.11
H 1.7720 -7.7999 3.6139  0.10
H 0.1983 -7.2410 4.1674  0.11
H 0.2898 -5.3712 2.4811  0.11
H 0.6008 -6.8388 1.5113  0.11
H 3.6379 -7.4339 2.1772  0.04
H 4.1522 -6.3549 0.9069  0.08
H 2.7773 -7.5212 0.6323  0.08
H 2.9998 -4.3737 0.2188  0.07
H 1.3955 -3.9545 0.7737  0.08
H 1.7346 -5.4651 -0.2640  0.08
H 3.5460 -3.1015 2.4264  0.10
C -4.8595 2.7298 11.1296  -0.03
C -3.5476 3.3120 10.5322  -0.54
C -3.3904 4.7464 10.8527  -0.03
C -2.4657 2.5119 11.3234  -0.13
C -1.1183 2.6247 10.6478  -0.20
C -1.1654 2.2366 9.2222  -0.16
C -2.1966 3.0388 8.4093  -0.49
C -1.6876 4.3729 7.9047  -0.05
C -2.2723 2.1600 7.1157  -0.04
N -3.4810 2.9340 9.1197  -0.07
O -4.5311 3.5168 8.3223  0.00
H -5.0740 3.1634 12.1064  0.08
H -5.7818 3.0201 10.6264  0.08
H -4.7904 1.6519 11.2762  0.08
H -3.2634 4.9105 11.9228  0.10
H -2.5622 5.1601 10.2774  0.07
H -4.2835 5.2247 10.4505  0.09
H -2.5115 3.0242 12.2844  0.12
H -2.7289 1.4541 11.3266  0.12
H -0.8336 3.6767 10.6678  0.11
H -0.2952 2.2008 11.2229  0.12
H -1.4411 1.1849 9.1451  0.12
H -0.1763 2.3360 8.7751  0.13
H -2.4780 4.9330 7.4051  0.08
H -0.8273 4.2802 7.2418  0.09
H -1.3057 5.1066 8.6147  0.07
H -2.4514 2.8138 6.2621  0.07
H -3.1565 1.5231 7.1438  0.09
H -1.4357 1.5282 6.8175  0.08
H -4.2499 4.4246 8.1864  0.07
C 6.2677 4.5787 1.2706  -0.09
O 5.8532 3.5805 0.3255  -0.23
C 4.8099 4.0389 -0.5886  -0.16
C 4.3988 2.7371 -1.4502  -0.35
C 5.6730 1.9976 -2.1031  -0.06
N 3.3053 2.9101 -2.4549  0.02
H 7.1260 4.1799 1.8112  0.08
H 5.4053 4.7468 1.9158  0.09
H 6.6530 5.4321 0.7126  0.08
H 3.9372 4.5025 -0.1286  0.11
H 5.3203 4.7435 -1.2451  0.11
H 3.9654 2.0993 -0.6798  0.12
H 5.5317 1.0769 -2.6691  0.06
H 6.2629 1.6325 -1.2624  0.06
H 6.2779 2.5726 -2.8042  0.06
H 2.4385 2.4864 -2.1560  0.06
H 3.0542 3.8831 -2.3532  0.05
C -3.8633 8.2576 -4.2257  -0.17
O -4.5423 7.0310 -4.0084  -0.13
H -2.7831 8.1562 -4.1207  0.08
H -4.0637 8.6574 -5.2197  0.08
H -4.1520 8.8533 -3.3598  0.08
H -5.4622 7.1984 -4.2261  0.07
C -3.7721 1.3289 -1.2129  -0.18
O -3.0408 2.4953 -1.4895  -0.11
H -4.0230 0.8454 -2.1570  0.07
H -3.2909 0.5477 -0.6244  0.08
H -4.7212 1.5590 -0.7289  0.07
H -3.6475 3.2093 -1.6990  0.08

Summary:
largest force on an atom = 3.0 eV/Å
charge = 0
total energy = -1973.086483 Ha
SMILES string = CC1(C)CCCC(C)(C)N1O.CC1(C)CCCC(C)(C)N1O.CC1(C)CCCC(C)(C)N1O.COC[C@H](C)N.CO.CO

=====

[2]
Entry from the Open Molecules 2025 dataset: 2 unconnected molecules or ions with the total composition C8H16N3Si (wB97M-V/def2-TZVPD).

Last column: natural (NBO) charge in e.
Element x y z (Å)
C -1.8376 1.9690 0.7086  -0.21
C -1.2054 0.8158 1.1716  -0.26
C -2.9730 1.9319 -0.1334  -0.20
C -1.8837 -0.3734 0.9439  -0.22
C -3.4523 0.7204 -0.4868  -0.20
C -2.9878 -0.4399 0.0979  -0.22
C 2.1461 -2.7607 -0.0650  -0.42
C 1.6013 1.3230 -0.6779  -0.71
N 1.7182 -0.6281 2.1373  -1.30
N 2.5938 -1.4444 -0.4792  -0.84
N 1.1203 0.5941 -1.8583  -0.86
Si 1.8483 0.0377 0.6815  1.84
H -1.5235 2.8884 1.0640  0.21
H -0.2113 0.9220 1.7099  0.20
H -3.3556 2.8354 -0.6002  0.23
H -1.4863 -1.2040 1.4699  0.22
H -4.4257 0.7338 -1.0216  0.23
H 1.0877 -2.7703 -0.1172  0.22
H 2.6021 -3.5158 -0.6203  0.22
H 2.3862 -2.7515 1.0350  0.25
H 0.8924 2.0937 -0.3350  0.26
H 2.5445 1.6917 -1.0655  0.26
H -3.6108 -1.3719 0.0202  0.24
H 1.2707 -0.2149 2.9257  0.41
H 2.1088 -1.2693 -1.3888  0.45
H 0.1374 0.4065 -1.8482  0.39
H 3.5515 -1.3172 -0.6059  0.42
H 1.3437 1.0983 -2.6619  0.39

Summary:
largest force on an atom = 4.2 eV/Å
ΔE to the lowest compared entry with this formula, charge and spin = 85.7 kJ/mol
charge = +1
total energy = -767.901195 Ha

=====

[3]
Entry from the Open Molecules 2025 dataset: 2 unconnected molecules or ions with the total composition C3H5NO (wB97M-V/def2-TZVPD).

Last column: natural (NBO) charge in e.
Element x y z (Å)
C -0.8120 -0.0696 0.8281  0.03
N -1.9508 -0.4617 1.1199  -0.27
C -1.2696 -0.6018 -0.4059  -0.30
H 0.0817 0.4156 1.2291  0.17
H -1.0021 -1.6061 -0.7305  0.20
H -1.6793 0.0404 -1.1838  0.20
C 1.4488 0.5994 -0.3283  0.23
O 0.8519 0.0369 -1.2129  -0.50
H 1.3381 1.6845 -0.1438  0.12
H 2.1378 0.0566 0.3440  0.12

Summary:
largest force on an atom = 1.4 eV/Å
ΔE to the lowest compared entry with this formula, charge and spin = 384.5 kJ/mol
charge = 0
total energy = -247.160802 Ha
SMILES string = C1=NC1.C=O

=====

[4]
Entry from the Open Molecules 2025 dataset: a molecular structure, C20H37BeN2P (wB97M-V/def2-TZVPD).

Last column: natural (NBO) charge in e.
Element x y z (Å)
C 0.9381 -1.2746 -4.1203  -0.31
C -0.4531 -1.2067 -4.3890  -0.37
C -1.1318 -1.9460 -3.3793  -0.39
C -0.1459 -2.4771 -2.4889  -0.37
C 1.1311 -2.0409 -2.9404  -0.36
Be 0.2655 0.9750 -1.3947  1.63
C -1.4694 1.5720 -3.1224  -0.81
C -0.2140 1.8634 -3.5482  0.19
C 0.5560 2.4713 -4.4706  -0.56
N 1.3968 0.9740 -2.4466  -1.61
H -2.2146 -2.0852 -3.2962  0.16
H -0.9118 -0.7089 -5.2517  0.17
H -0.3385 -3.1290 -1.6382  0.16
H 2.0937 -2.2655 -2.4694  0.16
H 1.7224 -0.8311 -4.7421  0.17
H -2.1741 0.9442 -3.6847  0.22
H 2.2363 1.5429 -2.2327  0.30
H -1.9354 2.0833 -2.2625  0.18
H 0.1879 3.2210 -5.1980  0.16
H 1.6334 2.2533 -4.4790  0.21
C -1.5287 -2.3891 0.8521  -0.63
C -0.2710 -1.7956 1.5322  -0.38
C -0.3479 -1.9960 3.0567  -0.62
C 0.9352 -2.5666 0.9550  -0.62
P -0.1348 0.0090 1.1301  1.88
N -0.4420 -0.0120 -0.4097  -1.76
C -1.4546 1.0750 1.8282  -0.41
C -1.1475 1.4533 3.2833  -0.62
C -1.6181 2.3657 0.9686  -0.61
C -2.8143 0.3432 1.7495  -0.61
C 1.6140 0.7068 1.4066  -0.37
C 2.7010 0.0164 0.5487  -0.63
C 1.6504 2.1970 1.0059  -0.63
C 2.0159 0.5615 2.8968  -0.62
H -1.4314 -3.4869 0.8925  0.19
H -1.5800 -2.0501 -0.1893  0.31
H -2.4464 -2.1129 1.3818  0.19
H -0.4360 -3.0969 3.2087  0.19
H 0.5665 -1.6044 3.5570  0.20
H -1.2482 -1.5019 3.4831  0.19
H 1.0849 -2.2850 -0.1026  0.30
H 1.8520 -2.4154 1.5522  0.18
H 0.6738 -3.6398 1.0047  0.19
H -0.2935 2.1536 3.3407  0.20
H -2.0451 1.9841 3.6645  0.19
H -0.9568 0.5417 3.8843  0.21
H -0.7353 3.0279 1.0082  0.21
H -1.8471 2.1170 -0.0741  0.26
H -2.4785 2.9214 1.3848  0.18
H -3.0388 0.0228 0.7210  0.26
H -2.8734 -0.4967 2.4654  0.19
H -3.5835 1.0714 2.0594  0.19
H 2.4191 0.0154 -0.5168  0.31
H 3.6154 0.6322 0.6687  0.18
H 2.9298 -0.9987 0.8904  0.20
H 1.0552 2.8410 1.6786  0.18
H 2.7073 2.5122 1.0833  0.19
H 1.3533 2.3249 -0.0556  0.24
H 1.2835 1.0649 3.5655  0.20
H 2.1178 -0.4997 3.1902  0.20
H 3.0053 1.0539 3.0042  0.19

Summary:
largest force on an atom = 5.4 eV/Å
charge = -2
total energy = -1249.639097 Ha

=====

[5]
Entry from the Open Molecules 2025 dataset: a gas-phase ion, C4H9N4OS (charge +1) (wB97M-V/def2-TZVPD).

Last column: natural (NBO) charge in e.
Element x y z (Å)
N -2.7780 -0.9560 0.7978  -0.76
C -2.0238 -0.0655 0.0212  0.71
N -2.3478 1.1469 -0.3216  -0.78
N -0.8171 -0.6069 -0.2435  -0.58
C 0.4191 -0.0321 -0.7618  0.05
N 1.5316 -0.8436 -0.6050  -0.66
C 2.6695 -0.3877 0.0768  0.65
O 3.6491 -1.0422 0.2602  -0.50
C 2.5320 0.8750 0.7312  -0.61
S 0.9497 1.6376 0.1441  0.13
H -3.7583 -1.0011 0.7232  0.42
H -2.3736 -1.9409 0.7814  0.41
H -2.8168 1.8664 0.2242  0.46
H -1.9222 1.5852 -1.1104  0.43
H -0.6103 -1.3830 0.3871  0.42
H 0.0861 0.1872 -1.8398  0.21
H 1.6837 -1.4912 -1.3746  0.43
H 2.5370 0.8800 1.8118  0.28
H 3.3903 1.5720 0.2975  0.29

Summary:
largest force on an atom = 5.0 eV/Å
ΔE to the lowest compared entry with this formula, charge and spin = 17.0 kJ/mol
charge = +1
total energy = -850.028761 Ha
SMILES string = NC(N)=[NH+][C@@H]1NC(=O)CS1

=====

[6]
Entry from the Open Molecules 2025 dataset: a molecular structure, C34H30BrI2N8O2SiV (wB97M-V/def2-TZVPD).

Last column: Löwdin spin population.
Element x y z (Å)
V -0.0495 -0.1490 0.3488  1.92
C -2.7747 -2.7700 -0.6381  0.00
C -1.5344 -3.1984 0.0945  0.00
C -1.3549 -4.5000 0.5328  0.00
C -0.1517 -4.8253 1.1616  0.01
C 0.8323 -3.8817 1.3320  0.00
C 0.6014 -2.5680 0.8608  0.01
N -0.5931 -2.2723 0.2704  0.00
N 1.4079 -1.5024 0.9353  0.00
Si 3.0218 -1.4977 1.5630  0.00
C 4.0566 -2.8523 0.7633  0.00
C 3.7980 0.1738 1.2557  0.00
C 2.9787 -1.7810 3.4232  0.00
H -3.6672 -2.9218 -0.0276  0.00
H -2.8942 -3.3684 -1.5435  0.00
H -2.7069 -1.7237 -0.9294  0.00
H -2.1271 -5.2374 0.3669  0.00
H 0.0130 -5.8360 1.5169  0.00
H 1.7671 -4.1237 1.8146  0.00
H 3.7650 -3.0009 -0.2778  0.00
H 3.9558 -3.8061 1.2839  0.00
H 5.1148 -2.5874 0.7759  0.00
H 3.3131 0.6950 0.4339  0.00
H 4.8575 0.0842 1.0116  0.00
H 3.7120 0.8022 2.1442  0.00
H 2.6026 -2.7642 3.7061  0.00
H 2.3468 -1.0324 3.9035  0.00
H 3.9872 -1.6809 3.8336  0.00
Br 3.5300 5.7195 -2.7169  0.00
C 2.6568 4.4967 -1.5508  0.02
C 3.1670 4.2884 -0.2832  0.00
C 2.5415 3.3778 0.5546  0.02
C 1.4146 2.6795 0.1274  0.02
C 0.8977 2.9309 -1.1445  0.02
C 1.5192 3.8348 -1.9865  0.00
N 0.7984 1.7144 0.9337  0.22
C 0.4749 2.0383 2.1733  0.18
C -0.2088 1.1250 2.9919  0.12
C -0.6090 1.4400 4.3171  0.05
C -1.2186 0.4950 5.0840  0.06
C -1.4474 -0.7936 4.5423  0.10
C -1.0910 -1.0196 3.2378  0.02
N -0.5218 -0.0973 2.4498  0.14
H 4.0519 4.8161 0.0440  0.00
H 2.9511 3.1821 1.5368  0.00
H -0.0145 2.4349 -1.4482  0.00
H 1.1115 4.0296 -2.9683  0.00
H 0.6420 3.0462 2.5484  0.01
H -0.4092 2.4339 4.6957  0.00
H -1.5235 0.7261 6.0965  0.00
H -1.9116 -1.5795 5.1193  0.01
H -1.2685 -1.9856 2.7726  0.00
I 3.3052 0.0336 -2.5065  0.00
C 1.4861 0.0816 -3.4947  0.02
C 1.4764 0.2219 -4.8969  0.00
C 0.3009 0.2961 -5.5896  0.02
I 0.3855 0.5163 -7.6626  0.00
C -0.9454 0.2308 -4.9010  0.00
C -2.2100 0.3302 -5.5278  0.00
C -3.3457 0.2674 -4.7750  0.00
C -3.2224 0.0794 -3.3821  0.00
N -2.0745 -0.0215 -2.7693  0.00
C -0.9377 0.0721 -3.4995  0.00
C 0.3089 0.0116 -2.7680  0.00
O 0.2991 -0.0692 -1.4892  0.01
H 2.4240 0.2813 -5.4144  0.00
H -2.2610 0.4642 -6.5999  0.00
H -4.3243 0.3584 -5.2262  0.00
H -4.1126 0.0137 -2.7645  0.00
N -3.5075 -0.0101 1.1602  0.00
C -2.9426 1.0730 0.5656  0.00
O -1.7485 1.0229 0.1662  0.02
C -3.7314 2.2316 0.3714  0.00
C -5.0704 2.2317 0.8015  0.00
N -6.1490 2.1631 1.2144  0.00
C -3.1643 3.3596 -0.2554  0.00
N -2.7028 4.2852 -0.7679  0.00
H -2.9277 -0.7941 1.3883  0.00
H -4.4185 0.0615 1.5798  0.00

Summary:
⟨S²⟩ = 3.775
largest force on an atom = 0.6 eV/Å
ΔE to the lowest compared entry with this formula, charge and spin = 29.1 kJ/mol
multiplicity = 4
charge = -1
total energy = -6305.369804 Ha

=====

[7]
Entry from the Open Molecules 2025 dataset: a single C2HCl3FN molecule (wB97M-V/def2-TZVPD).

Last column: natural (NBO) charge in e.
Element x y z (Å)
F 0.3242 2.1464 2.4643  -0.24
N 0.0670 1.1430 1.5218  0.03
C 1.0213 1.1221 0.5196  0.10
Cl 2.4196 2.1236 0.4591  0.08
C 1.0476 -0.0017 -0.4201  -0.25
Cl 2.6077 -0.7934 -0.1937  0.03
Cl -0.3881 -1.0602 -0.0734  0.01
H 0.9235 0.2813 -1.3782  0.23

Summary:
largest force on an atom = 5.9 eV/Å
ΔE to the lowest compared entry with this formula, charge and spin = 209.5 kJ/mol
charge = 0
total energy = -1611.899436 Ha
SMILES string = F/N=C(\Cl)C(Cl)Cl

=====

[8]
Entry from the Open Molecules 2025 dataset: a single C4H4Cl2OS molecule (wB97M-V/def2-TZVPD).

Last column: natural (NBO) charge in e.
Element x y z (Å)
S -3.4964 0.5896 -0.6697  0.04
C -1.9616 0.2478 -0.6793  0.00
O -1.2240 -0.0767 0.3975  -0.48
C 0.0289 -0.5852 0.0251  0.04
C 1.0790 -0.5035 1.0881  -0.43
C 1.1240 0.4409 -0.1129  -0.11
Cl 0.7194 2.1200 0.1281  0.05
Cl 2.4597 0.1882 -1.2661  0.01
H -1.3471 0.3329 -1.5817  0.17
H -0.0469 -1.4960 -0.5111  0.22
H 0.7787 -0.0594 1.9805  0.24
H 1.8863 -1.1986 1.2016  0.24

Summary:
largest force on an atom = 1.7 eV/Å
ΔE to the lowest compared entry with this formula, charge and spin = 172.1 kJ/mol
charge = 0
total energy = -1548.559732 Ha
SMILES string = S=CO[C@@H]1CC1(Cl)Cl

=====

[9]
Entry from the Open Molecules 2025 dataset: a gas-phase ion, C3H6NOS (charge +1) (wB97M-V/def2-TZVPD).

Last column: natural (NBO) charge in e.
Element x y z (Å)
C 1.0063 0.7378 -0.3690  -0.34
C -0.5006 0.9842 -0.2150  -0.53
C -1.4675 -1.5011 0.6917  -0.32
N 1.4685 -0.5286 0.1982  0.00
O 2.5324 -0.8873 -0.2151  -0.13
S -1.4944 -0.5286 -0.6469  0.70
H 1.5276 0.6490 -1.3991  0.26
H 1.7074 1.3801 0.1047  0.27
H -0.9062 1.2786 0.6721  0.25
H -0.8830 1.7843 -0.9248  0.29
H -1.8984 -2.4258 0.4725  0.26
H -1.0922 -0.9427 1.6308  0.29

Summary:
⟨S²⟩ = 2.007
largest force on an atom = 5.0 eV/Å
ΔE to the lowest compared entry with this formula, charge and spin = 165.3 kJ/mol
multiplicity = 3
charge = +1
total energy = -645.613998 Ha

=====

[10]
Entry from the Open Molecules 2025 dataset: a single C3H4N2O2 molecule (wB97M-V/def2-TZVPD).

Last column: natural (NBO) charge in e.
Element x y z (Å)
C -0.8273 0.0159 1.3071  -0.70
C 0.3160 -0.3191 0.6161  0.55
O 1.1979 -1.2849 0.8723  -0.63
N 0.2141 0.1767 -0.6486  -0.21
O 1.2009 -0.0763 -1.6164  -0.53
C -0.9293 0.9978 -0.7367  0.38
N -1.4997 1.9059 -1.1900  -0.34
H -1.0635 1.0420 1.5548  0.25
H -1.1769 -0.6387 2.0901  0.23
H 1.8261 -1.3737 0.1357  0.50
H 0.7417 -0.4457 -2.3846  0.49

Summary:
largest force on an atom = 3.0 eV/Å
ΔE to the lowest compared entry with this formula, charge and spin = 609.5 kJ/mol
charge = 0
total energy = -376.531659 Ha
SMILES string = C=C(O)N(O)C#N